{"formula": "C4H8N4", "method": "the ωB97M-V functional and the def2-TZVPD basis", "homo_energy_ev": -8.1, "smiles": "CC1=C(NN)CN=N1", "total_charge": 0, "orbital_gap_ha": 0.3244, "lumo_ha": 0.0267, "elements": ["C", "C", "C", "N", "N", "C", "N", "N", "H", "H", "H", "H", "H", "H", "H", "H"], "positions_angstrom": [[-1.961328, 0.502802, 1.192331], [-0.930983, 0.716357, 0.131598], [0.145350, -0.039102, -0.184989], [0.547485, -1.208953, 0.384125], [1.509143, -2.049910, -0.151741], [0.936410, 0.775866, -1.123313], [0.215060, 2.030135, -1.317572], [-0.831444, 1.929250, -0.565195], [-2.936980, 1.082876, 1.123348], [-2.121420, -0.570922, 1.235166], [-1.569097, 0.854912, 2.139521], [-0.003249, -1.600121, 1.122482], [2.471044, -1.725554, 0.101095], [1.524782, -2.131170, -1.184459], [1.891244, 1.134450, -0.768501], [1.113982, 0.299084, -2.133894]], "forces_ev_per_a": [[-0.65, 0.64, -0.15], [0.02, 0.83, -0.35], [0.16, 0.08, 0.62], [-0.11, 0.35, -0.42], [2.02, -0.12, -0.44], [0.58, -0.15, -1.99], [-2.38, -1.24, 1.57], [0.85, 1.13, -1.04], [1.23, -0.90, -0.63], [-0.50, -0.09, 0.35], [0.26, -0.20, 0.41], [-0.15, -0.28, -0.06], [-1.15, -0.27, -0.14], [-0.68, 0.23, 0.88], [0.62, -0.45, 0.41], [-0.12, 0.44, 0.97]]}

---

{"formula": "C4H8N4S", "method": "the ωB97M-V functional and the def2-TZVPD basis", "homo_energy_ev": [1.5, 1.5], "total_charge": -2, "orbital_gap_ha": [0.1650, 0.1650], "lumo_ha": [0.2197, 0.2197], "elements": ["C", "C", "C", "C", "N", "N", "N", "N", "S", "H", "H", "H", "H", "H", "H", "H", "H"], "positions_angstrom": [[2.599504, -0.222084, 0.356245], [1.500006, 0.328007, -0.162647], [-0.879621, -1.753170, -0.778466], [-1.568928, 1.790111, 0.521623], [0.299489, 0.425783, 0.643067], [-0.491083, -0.479742, 1.151211], [-0.950107, -1.529171, 0.579270], [-0.217220, 1.700005, 0.933131], [4.083584, -0.495183, -0.552209], [2.552822, -0.708788, 1.269802], [1.515059, 0.780807, -1.087667], [0.038716, -1.332771, -1.441153], [-0.737969, -2.805478, -1.110300], [-1.828810, -1.463142, -1.335838], [-1.897606, 2.826997, 0.718758], [-1.649847, 1.907676, -0.621928], [-2.367995, 1.030149, 0.917107]], "forces_ev_per_a": [[0.46, -0.06, -2.46], [-1.01, -1.05, 2.57], [2.17, 0.07, -4.90], [-1.02, 0.60, -1.15], [-0.15, 1.28, -1.25], [-0.53, -0.98, 1.05], [-0.07, -0.30, 1.63], [1.03, 0.05, 0.76], [0.22, 0.13, 0.14], [-0.24, -0.57, 1.94], [-0.19, 1.04, -1.94], [-1.79, -0.11, 1.54], [-0.34, -0.04, 0.90], [0.74, 0.15, 0.65], [-0.13, -0.29, 0.81], [-0.27, -1.03, 0.36], [1.11, 1.12, -0.65]]}

---

{"formula": "C4H8N4Si", "method": "the ωB97M-V functional and the def2-TZVPD basis", "homo_energy_ev": -8.1, "smiles": "C#C[Si](C#C)(NN)NN", "total_charge": 0, "orbital_gap_ha": 0.3161, "lumo_ha": 0.0203, "elements": ["C", "C", "Si", "C", "C", "N", "N", "N", "N", "H", "H", "H", "H", "H", "H", "H", "H"], "positions_angstrom": [[-1.557485, -2.117177, -1.956165], [-0.988044, -1.501160, -1.070652], [0.078648, -0.436829, -0.023395], [1.467538, 0.560835, -0.791089], [2.192748, 0.978992, -1.612634], [-0.884653, 1.363057, 0.649919], [-1.526883, 1.962126, -0.495404], [0.551629, -1.247628, 1.533028], [1.196261, -0.678835, 2.635287], [-2.170605, -2.608347, -2.736544], [2.948866, 1.286057, -2.405775], [-1.580362, 1.009730, 1.299304], [-0.816079, 2.332572, -1.060181], [-2.040821, 1.383989, -1.028439], [0.587789, -2.260773, 1.633844], [2.064021, -0.066753, 2.456838], [0.477433, 0.040144, 2.972059]], "forces_ev_per_a": [[-0.37, 0.32, 0.18], [0.22, -0.42, -1.07], [-0.22, 3.28, 3.99], [-3.27, -2.78, 2.17], [4.19, 1.92, -4.27], [1.49, -3.77, -1.63], [1.08, 2.33, 3.31], [-0.28, -0.66, -2.84], [-0.43, 3.53, 1.22], [0.89, 0.53, 1.05], [-1.60, -0.42, 1.73], [-0.45, 0.39, -0.17], [1.13, 0.76, -0.69], [-2.26, -2.82, -2.06], [-0.14, 0.47, -0.42], [-1.57, -1.45, -0.44], [1.62, -1.21, -0.08]]}

---

{"formula": "C4H8N7O2", "method": "the ωB97M-V functional and the def2-TZVPD basis", "homo_energy_ev": -13.9, "smiles": "C[N@@H+]1CN(N)C(N(C#N)[N+](=O)[O-])=N1", "total_charge": 1, "orbital_gap_ha": 0.3671, "lumo_ha": -0.1428, "elements": ["C", "N", "C", "N", "N", "C", "N", "C", "N", "N", "O", "O", "N", "H", "H", "H", "H", "H", "H", "H", "H"], "positions_angstrom": [[0.650954, 1.820662, -0.045811], [0.146921, 0.769525, 0.897813], [0.354863, -0.584608, 0.494080], [-0.938626, -0.890620, -0.162811], [-1.194041, -2.007279, -0.992928], [-1.821790, -0.003993, 0.301076], [-3.145890, -0.095739, -0.036840], [-3.774681, -1.195348, 0.361639], [-4.305894, -2.068315, 0.888930], [-4.100920, 1.021492, -0.366794], [-5.223692, 0.750792, -0.157665], [-3.602684, 1.984582, -0.851500], [-1.289341, 0.996936, 0.924307], [0.243398, 1.931150, -1.042144], [0.486203, 2.868737, 0.420025], [1.664672, 1.872196, -0.183937], [0.675657, 0.934831, 1.721045], [0.421259, -1.279974, 1.461627], [1.184994, -0.773676, -0.067849], [-2.093217, -1.915475, -1.501939], [-1.307296, -2.878449, -0.448018]], "forces_ev_per_a": [[-1.37, 3.57, 0.66], [-0.33, 1.72, -3.06], [-2.87, -4.00, 2.60], [0.33, -1.07, -0.54], [-0.20, -0.58, 0.18], [1.56, 1.31, -0.33], [-0.46, -0.09, -0.31], [-0.68, -0.82, 1.16], [0.06, -0.32, -0.40], [0.54, 1.07, -0.50], [-0.57, -0.41, 0.27], [0.48, -0.09, 0.17], [-1.01, 0.71, 1.83], [-0.88, -1.01, 0.07], [-0.34, -1.94, -0.33], [2.86, -0.99, 0.08], [-0.34, 0.37, 1.69], [-0.01, 1.57, -1.76], [2.08, -0.22, -1.83], [0.97, 0.52, 0.29], [0.19, 0.69, 0.05]]}

---

{"formula": "C4H8NO", "method": "the ωB97M-V functional and the def2-TZVPD basis", "homo_energy_ev": -14.9, "total_charge": 1, "orbital_gap_ha": 0.3969, "lumo_ha": -0.1515, "elements": ["C", "C", "C", "C", "N", "O", "H", "H", "H", "H", "H", "H", "H", "H"], "positions_angstrom": [[1.118327, 1.571576, 0.801807], [1.055226, 2.850838, 0.659638], [1.001823, 0.232153, 0.717508], [-1.424172, -1.039849, -1.317970], [-1.490835, -2.275018, -0.727646], [-0.555345, -0.168542, -1.384418], [1.660799, 3.446471, 1.327378], [0.685427, 3.294697, -0.322053], [1.829410, -0.443646, 0.391127], [0.302667, -0.344912, 1.377532], [-2.365036, -0.782319, -1.812212], [-2.490614, -2.554884, -0.810753], [-0.783891, -2.756049, -0.204522], [0.243056, 0.122331, -0.503563]], "forces_ev_per_a": [[-0.84, -0.83, -1.05], [0.59, 0.11, -1.33], [0.27, -1.27, 0.77], [-1.16, -1.93, 0.73], [-1.62, 2.93, -1.67], [1.52, 0.63, 0.76], [-0.24, 0.39, 0.18], [0.22, -0.59, 1.58], [-0.29, 1.04, 0.18], [0.39, 0.97, -0.43], [0.04, -0.18, -0.14], [1.57, -0.72, 0.58], [0.09, -0.13, 0.18], [-0.55, -0.42, -0.34]]}

---

{"formula": "C4H8NO", "method": "the ωB97M-V functional and the def2-TZVPD basis", "homo_energy_ev": -14.2, "total_charge": 1, "orbital_gap_ha": 0.3274, "lumo_ha": -0.1927, "elements": ["C", "C", "C", "C", "N", "O", "H", "H", "H", "H", "H", "H", "H", "H"], "positions_angstrom": [[1.733471, 2.220946, -0.040809], [1.457244, 1.068284, -0.797284], [-0.072465, -0.912283, -1.265642], [-1.516341, -0.768221, 0.917525], [-0.938318, -1.648608, -0.206903], [0.489464, 0.104257, -0.547057], [2.485297, 2.957602, -0.174007], [1.125776, 2.387596, 0.949862], [1.920971, 0.766126, -1.687184], [-2.139246, -0.005192, 0.324881], [-2.032718, -1.396130, 1.550008], [-0.629253, -0.351059, 1.362206], [-1.746725, -2.207146, -0.503514], [-0.137157, -2.216169, 0.117917]], "forces_ev_per_a": [[-3.69, -4.25, 1.20], [1.41, 3.25, 0.63], [1.80, 3.29, 0.68], [1.17, 1.67, -3.16], [0.51, 1.33, 1.11], [-3.29, -2.85, 0.84], [0.66, 0.08, -0.87], [1.07, -0.41, -2.11], [1.13, 0.30, -1.14], [0.80, -1.05, 1.48], [-1.35, -1.09, 1.39], [-0.31, 0.53, 0.51], [0.94, -0.18, -0.97], [-0.86, -0.61, 0.40]]}

---

So what do the calculations give for energy above the lowest of the compared OMol25 structures with the same formula, charge and spin? Going down the list: 273.1, 295.4, 0.0, 18.1, 242.1, 458.3 kJ/mol.
So what do the calculations give for DFT total energy? Going down the list: -376.144446, -774.164414, -665.531532, -690.462997, -286.850269, -286.767943 Eh.